14
Properties=species:S:1:pos:R:3:forces:R:3 method="wB97M-V/def2-TZVPD" e_above_lowest_kcal_mol=180.0 e_tot_ha=-1007.4475 charge=0 lumo_ev="-2.92 / -2.92" gap_ev="4.12 / 4.12" multiplicity=1
C 1.12988 -0.27251 -0.22219 1.8 -0.2 -1.4
C 2.29919 -0.60114 -0.98854 -2.8 1.2 1.0
C -1.93657 1.33488 0.72540 1.4 -0.6 -1.2
C 0.82091 -0.78720 1.02014 -1.5 0.1 1.5
N 0.23289 0.53022 -0.86312 -0.3 -0.7 -0.8
S -2.05324 -1.42491 -0.17811 0.2 -1.5 0.0
S -1.29477 0.27903 -0.50076 -1.2 4.4 2.2
H 2.11140 -0.27446 -1.98896 0.4 0.2 -0.7
H 3.27570 -0.93909 -0.75346 0.4 -0.7 0.8
H -2.46516 0.83564 1.52885 0.1 0.3 -0.2
H -1.59056 2.39781 0.65941 -0.4 -1.2 0.3
H 1.34455 -1.51941 1.57234 1.0 -0.7 0.1
H -0.09219 -0.44076 1.56527 0.9 -0.2 -0.8
H -1.78202 0.88188 -1.57628 0.0 -0.4 -1.0